Record 1
27
Properties=species:S:1:pos:R:3 method="wB97M-V/def2-TZVPD" smiles=Cc1c[nH]c2ccccc12.CC e_lumo_ev=0.94 orbital_gap_ha=0.3198 total_energy_ha=-482.8763 multiplicity=1 total_charge=0
C -0.67 -2.52 0.71
C 0.42 -2.43 -0.14
H 1.26 -4.51 -0.54
H -0.28 4.32 0.57
H -1.75 1.43 0.18
H 0.31 4.96 2.14
C 1.46 -3.51 -0.19
C 0.06 2.80 1.99
H 1.00 2.47 1.55
C -0.71 -0.46 -0.09
H -0.99 -3.31 1.37
C -0.99 0.88 -0.36
H 0.06 2.64 3.07
H -0.69 2.17 1.51
H -0.35 2.63 -1.32
N -1.37 -1.32 0.78
C 0.86 0.86 -1.90
C 1.15 -0.46 -1.64
H 2.22 -3.08 -0.86
H -1.43 4.39 1.79
C -0.36 4.25 1.65
H 1.57 1.43 -2.49
H -2.21 -1.08 1.28
C 0.30 -1.13 -0.72
C -0.26 1.56 -1.30
H 1.79 -1.01 -2.31
H 1.94 -3.59 0.79

Record 2
27
Properties=species:S:1:pos:R:3 method="wB97M-V/def2-TZVPD" s2=0.77 e_lumo_ev="-3.79 / -6.87" orbital_gap_ha="0.3358 / 0.2461" total_energy_ha=-482.6130 multiplicity=2 total_charge=+1
H -1.65 1.74 2.57
H -2.18 1.45 -1.34
H 0.12 0.50 -2.13
C 0.29 1.02 0.01
H -0.74 -3.03 -1.86
H 3.20 1.36 1.73
C -2.23 1.13 -0.30
H -0.40 -3.52 0.37
H 0.79 1.64 3.13
H -2.33 -2.70 -1.36
H -1.18 -2.01 0.92
C 2.54 1.14 0.90
H 4.06 0.46 -0.39
H -1.17 -1.37 -1.64
C 1.19 1.19 1.09
H 0.44 -2.11 0.01
H 2.54 -0.18 -2.17
H -2.87 0.26 -0.12
C -0.58 -2.48 0.14
C -0.85 1.60 1.87
C 2.99 0.65 -0.33
C 2.11 0.42 -1.38
C 0.74 0.61 -1.26
H -2.92 1.91 0.05
C -1.31 -2.36 -1.20
C -1.01 1.27 0.49
N 0.40 1.41 2.23

Record 3
28
Properties=species:S:1:pos:R:3 method="wB97M-V/def2-TZVPD" smiles="CC#[N+]C[C@@H]1C=CC=C/C1=C/NC" e_lumo_ev=-3.81 orbital_gap_ha=0.2345 total_energy_ha=-537.2581 multiplicity=1 total_charge=+1
H -4.16 0.78 -1.10
H 1.51 -1.86 2.20
C -4.20 0.39 -0.17
H -2.17 0.06 -1.61
H -4.48 1.17 0.61
C 1.46 -1.66 -1.29
C -0.55 -0.55 -0.32
H 2.74 1.80 -1.95
N -2.82 0.17 0.17
H 0.12 -0.61 -2.37
C -1.82 -0.08 -0.63
H -0.85 -0.88 1.84
H -0.64 1.26 1.59
H -4.74 -0.47 -0.23
C 1.24 -1.60 1.14
C 1.85 -2.11 0.04
N 1.27 1.29 0.81
H -2.46 0.10 1.10
C 0.35 0.77 1.67
C -0.03 -0.73 1.04
C 0.33 -0.89 -1.44
H 3.46 2.91 -0.61
H 3.93 1.30 -0.57
C 3.09 1.95 -0.83
H 2.73 -2.83 0.25
H 2.18 -2.01 -1.98
C 1.99 1.80 0.03
H 0.68 0.52 2.60

Record 4
30
Properties=species:S:1:pos:R:3 method="wB97M-V/def2-TZVPD" smiles="CN(C)/[NH+]=c1/c2ccccc2cnn1C" e_lumo_ev=-3.94 orbital_gap_ha=0.3113 total_energy_ha=-646.8342 multiplicity=1 total_charge=+1
C -2.90 -2.11 -0.01
C 2.75 -0.46 1.30
N -0.95 2.42 0.17
C -3.98 -1.22 0.19
H -2.94 2.72 0.01
H 2.62 0.51 1.92
H 2.37 -1.41 1.71
C 1.40 2.36 0.04
H 1.58 2.93 -0.93
C 3.11 -0.91 -1.08
H 2.98 -1.93 -1.25
C -3.79 0.14 -0.04
H -4.80 -1.72 0.74
H -3.16 -3.19 0.06
C -2.12 2.00 0.01
N 2.35 -0.28 -0.10
H 3.93 -0.49 1.30
C -0.04 0.30 -0.21
H 0.77 -1.41 -0.83
C -1.62 -1.69 -0.14
C -2.53 0.64 -0.23
H 1.42 3.14 0.85
H 2.21 1.64 0.09
H -4.58 0.84 0.01
N 0.09 1.69 -0.04
H 2.83 -0.61 -2.09
H 4.20 -0.69 -0.92
C -1.44 -0.31 -0.16
N 1.01 -0.56 -0.32
H -0.81 -2.34 -0.03

Record 5
28
Properties=species:S:1:pos:R:3 method="wB97M-V/def2-TZVPD" smiles=COc1ccc2c(c1)CC[C@@H](N)C2 e_lumo_ev=0.91 orbital_gap_ha=0.3397 total_energy_ha=-558.0414 multiplicity=1 total_charge=0
O 3.67 0.81 0.31
H -2.10 -1.74 -0.76
C 0.02 0.66 -0.14
C 1.35 1.10 0.13
H 3.09 -1.66 -0.53
H 0.51 -2.57 -0.73
C 2.40 0.21 0.10
H -4.70 0.33 0.79
C -2.69 -0.06 0.46
C 2.17 -1.06 -0.40
C 0.88 -1.55 -0.43
H 1.48 2.17 0.40
H -2.42 0.60 1.42
H -1.25 2.16 0.65
H 4.60 -0.67 -0.51
C -2.46 0.92 -0.59
H -3.20 1.69 -0.53
H 5.52 0.36 0.29
N -4.08 -0.54 0.74
H -4.02 -0.63 -0.23
C -1.66 -1.24 0.10
H -1.52 -2.01 0.88
H -0.91 2.41 -1.01
C 4.64 -0.19 0.40
C -1.14 1.66 -0.36
C -0.26 -0.72 -0.18
H -2.50 0.41 -1.52
H 4.55 -0.84 1.28

Record 6
28
Properties=species:S:1:pos:R:3 method="wB97M-V/def2-TZVPD" smiles=Cc1c[nH]c2ccccc12.CCO e_lumo_ev=0.76 orbital_gap_ha=0.3173 total_energy_ha=-558.0508 multiplicity=1 total_charge=0
C 2.15 0.01 -0.46
H -1.48 -2.08 3.48
H -2.85 2.28 -1.57
H 1.33 3.26 -0.34
H 1.60 -1.74 -1.37
H 2.21 2.95 1.09
C 0.02 -1.56 2.12
H -1.27 -1.87 -2.02
H 1.05 -1.42 2.50
C 2.04 2.58 0.00
H -0.06 -1.07 4.20
C -2.17 0.21 -1.67
C 0.14 1.08 -0.69
H -3.20 -0.24 -1.93
H -0.79 -2.92 0.89
H 3.11 -0.11 0.09
C -2.06 1.61 -1.33
H 3.05 2.75 -0.52
O -0.16 -2.91 1.73
C -0.94 1.98 -0.72
H -0.16 -1.00 1.23
H -0.65 3.13 -0.69
H -1.54 -0.44 3.16
C -0.80 -1.23 3.31
C -1.22 -0.84 -1.67
C 1.52 1.26 -0.38
C 0.03 -0.33 -1.15
N 1.24 -0.97 -0.89

Record 7
31
Properties=species:S:1:pos:R:3 method="wB97M-V/def2-TZVPD" e_lumo_ev=0.27 orbital_gap_ha=0.3344 total_energy_ha=-1106.3936 multiplicity=1 total_charge=0
H -0.52 -1.75 -1.53
C -0.03 -2.08 1.68
H 1.11 -0.53 2.97
H 0.67 4.02 -4.22
H -0.28 -4.44 0.63
H -1.59 1.29 -1.17
H -1.19 -3.77 -0.76
H 0.59 4.34 -1.16
O -0.32 -3.07 2.82
H 1.20 -2.48 4.20
H 1.83 5.09 -2.99
C -1.17 -3.63 0.37
S 0.50 1.07 -1.36
N -0.76 1.94 -1.17
H -1.01 2.46 -3.34
C -0.54 -2.30 0.45
O 0.60 0.39 -2.80
C 1.03 4.35 -3.14
H -1.77 3.63 -1.89
C 0.71 0.17 1.02
C 0.62 -0.78 2.16
O 1.86 1.79 -1.32
H 0.04 -3.58 4.53
C 0.24 3.86 -2.02
C 0.26 -0.19 -0.21
C 0.29 -2.72 4.06
H -0.30 -1.89 4.46
C -0.27 -1.33 -0.29
H -1.85 -3.72 1.08
H 1.00 1.04 1.13
C -0.95 2.84 -2.20

Record 8
33
Properties=species:S:1:pos:R:3 method="wB97M-V/def2-TZVPD" smiles="Cc1ccc(S(=O)(=O)N2CCC[C@@H](C(=O)O)C2)s1" e_lumo_ev=0.49 orbital_gap_ha=0.3516 total_energy_ha=-1580.2562 multiplicity=1 total_charge=0
C 0.64 0.60 1.29
H 1.43 3.31 -3.69
H 1.58 -2.16 3.14
C -1.43 3.56 -3.98
S -1.24 1.24 -2.41
C 1.03 -0.15 2.57
H 1.94 -1.74 1.45
H -2.02 3.06 -4.75
H -2.13 4.02 -3.29
H 1.54 0.82 0.70
N -0.22 -0.20 0.44
C 0.33 0.69 -1.97
C 0.80 2.57 -3.22
H 0.05 -3.05 1.09
H -1.68 -1.64 0.42
O -0.77 -2.51 4.13
H -1.61 -0.64 1.89
O -1.79 -3.73 2.58
C 1.31 1.49 -2.47
O -0.34 -1.79 -1.50
H 0.13 1.54 1.53
S 0.49 -0.75 -0.97
C 1.21 -1.63 2.26
C -0.12 -2.25 1.81
C -0.56 2.58 -3.28
C -1.02 -1.17 1.15
H 2.36 1.29 -2.30
C -0.89 -2.83 2.98
H 1.96 0.27 2.97
H -2.30 -4.07 3.33
H -0.83 4.33 -4.45
O 1.90 -1.00 -0.81
H 0.26 -0.04 3.34